(1)
{
  "formula": "C27H30N7O3RuS",
  "method": "ωB97M-V/def2-TZVPD",
  "spin_multiplicity": 5,
  "charge": 3,
  "homo_energy_ev": [-17.56, -17.46],
  "lumo_ha": [-0.35215, -0.44419],
  "e_tot_ha": -2148.10866,
  "species": ["Ru", "C", "C", "C", "C", "N", "C", "C", "C", "C", "C", "C", "N", "C", "C", "C", "C", "C", "N", "H", "H", "H", "H", "H", "H", "H", "H", "H", "H", "H", "C", "N", "C", "C", "N", "C", "S", "H", "H", "H", "H", "H", "H", "H", "H", "C", "C", "C", "C", "C", "C", "O", "N", "C", "O", "N", "C", "O", "H", "H", "H", "H", "H", "H", "H", "H", "H", "H", "H"],
  "xyz": [[0.11, -0.23, 0.10], [-1.10, -4.40, 0.21], [-2.39, -4.35, -0.27], [-2.94, -3.12, -0.62], [-2.17, -1.98, -0.48], [-0.90, -2.05, -0.01], [-0.38, -3.23, 0.34], [-2.62, -0.62, -0.83], [-3.83, -0.26, -1.40], [-4.06, 1.07, -1.72], [-3.07, 2.02, -1.48], [-1.88, 1.62, -0.92], [-1.70, 0.33, -0.57], [-0.69, 2.47, -0.67], [-0.64, 3.83, -0.91], [0.55, 4.51, -0.67], [1.65, 3.81, -0.20], [1.53, 2.45, 0.03], [0.39, 1.80, -0.20], [-0.64, -5.34, 0.50], [-2.98, -5.25, -0.38], [-3.95, -3.06, -1.00], [0.63, -3.21, 0.73], [-4.58, -1.01, -1.61], [-5.00, 1.37, -2.16], [-3.24, 3.06, -1.76], [-1.50, 4.36, -1.27], [0.61, 5.57, -0.85], [2.59, 4.30, -0.01], [2.36, 1.86, 0.42], [-0.42, -0.26, 5.70], [0.88, -0.19, 5.07], [2.10, -0.03, 5.88], [3.23, -0.11, 4.84], [2.49, -0.16, 3.57], [1.20, -0.25, 3.79], [-0.03, -0.42, 2.55], [-0.55, 0.61, 6.35], [-0.49, -1.17, 6.30], [-1.21, -0.26, 4.95], [2.14, -0.83, 6.62], [2.05, 0.93, 6.40], [3.85, -1.00, 4.95], [3.88, 0.77, 4.86], [2.91, -0.33, 2.66], [2.75, 0.73, -4.17], [2.57, -0.77, -4.27], [2.72, -1.49, -2.92], [2.56, -3.03, -3.11], [2.84, -3.88, -1.88], [4.12, -1.25, -2.36], [5.11, -1.32, -3.01], [4.22, -0.98, -0.98], [3.20, -0.72, -0.12], [3.37, -0.36, 1.03], [1.91, -0.83, -0.63], [1.65, -1.04, -1.97], [0.48, -0.84, -2.29], [2.52, 1.20, -5.12], [3.78, 1.00, -3.93], [2.09, 1.17, -3.42], [3.33, -1.20, -4.94], [1.59, -1.02, -4.68], [3.25, -3.30, -3.91], [1.55, -3.20, -3.49], [3.88, -3.83, -1.58], [2.62, -4.92, -2.10], [2.22, -3.59, -1.03], [5.16, -0.87, -0.61]],
  "mulliken_spin": [2.75, 0.00, 0.01, 0.00, 0.10, 0.01, 0.00, 0.00, -0.01, 0.03, -0.01, 0.02, -0.01, 0.03, 0.00, 0.01, 0.00, 0.01, -0.01, 0.00, 0.00, 0.00, 0.01, 0.00, 0.00, 0.00, 0.00, 0.00, 0.00, 0.00, 0.00, 0.05, 0.00, 0.00, 0.01, 0.01, 0.65, 0.00, 0.00, 0.00, 0.00, 0.00, 0.00, 0.00, 0.01, 0.00, 0.00, 0.01, 0.00, 0.00, 0.00, 0.01, 0.02, 0.00, 0.02, 0.18, -0.04, 0.13, 0.00, 0.00, 0.00, 0.00, 0.00, 0.00, 0.00, 0.00, 0.00, 0.00, 0.00]
}

---

(2)
{
  "formula": "C5H9NO",
  "method": "ωB97M-V/def2-TZVPD",
  "e_above_lowest_kcal_mol": 78.2,
  "smiles": "C=CC[C@@H](N)C=O",
  "homo_energy_ev": -9.36,
  "lumo_ha": 0.02921,
  "e_tot_ha": -325.81287,
  "species": ["O", "C", "C", "C", "C", "C", "N", "H", "H", "H", "H", "H", "H", "H", "H", "H"],
  "xyz": [[0.85, -1.19, -1.96], [0.60, -1.43, -0.78], [-0.24, -0.65, 0.26], [-0.59, 0.78, 0.03], [0.48, 1.82, 0.28], [0.75, 2.25, 1.55], [-1.53, -1.31, 0.45], [0.90, -2.33, -0.28], [0.53, -0.84, 1.05], [-1.45, 1.07, 0.59], [-0.96, 0.80, -1.17], [0.83, 2.29, -0.64], [1.27, 3.24, 1.64], [0.31, 1.72, 2.49], [-1.94, -1.86, -0.40], [-1.63, -2.07, 1.19]],
  "lowdin_charge": [0.05, -0.21, -0.42, -0.21, -0.18, -0.02, 0.01, 0.10, 0.15, 0.09, 0.18, 0.09, 0.06, 0.09, 0.12, 0.10]
}